Entry from OMol25: a structure of composition C23H23N5SSeSiW (ωB97M-V/def2-TZVPD).

Geometry as XYZ:
```
55
C23H23N5SSeSiW ωB97M-V/def2-TZVPD
W 0.4740 -0.1329 0.8378
C 5.3804 -3.0249 0.5641
C 4.7798 -2.3772 1.6344
C 3.8036 -1.4184 1.4112
C 3.4623 -1.1131 0.1056
C 4.0504 -1.7480 -0.9777
C 5.0144 -2.7132 -0.7387
N 2.4478 -0.1120 -0.1232
N 2.6864 0.6749 -1.0572
C 1.7092 1.6599 -1.2470
C 1.9424 2.5967 -2.2521
C 1.0202 3.6097 -2.4215
C -0.0997 3.6622 -1.5909
C -0.3211 2.7042 -0.6132
C 0.5846 1.6634 -0.4199
H 6.1308 -3.7831 0.7452
H 5.0669 -2.6187 2.6488
H 3.3256 -0.9025 2.2338
H 3.7420 -1.4990 -1.9831
H 5.4706 -3.2303 -1.5721
H 2.8294 2.5162 -2.8661
H 1.1655 4.3610 -3.1857
H -0.8160 4.4646 -1.7202
H -1.2174 2.7657 -0.0077
Se 0.3839 -1.2016 2.8829
C 1.5044 1.3706 1.9821
N 2.0664 2.1762 2.5899
C -2.7225 -2.1326 -1.2711
Si -2.2137 -0.3309 -1.2202
C -3.6992 0.8061 -1.3477
C -1.0587 0.0165 -2.6408
N -1.4351 0.0260 0.3613
C -2.2746 0.2823 1.4770
C -3.3936 -0.5052 1.7622
C -4.1353 -0.2670 2.9042
C -3.7845 0.7549 3.7812
C -2.6935 1.5552 3.4924
C -1.9557 1.3340 2.3377
H -2.7142 -2.4766 -2.3085
H -3.7314 -2.2849 -0.8856
H -2.0417 -2.7725 -0.7082
H -3.7261 1.2754 -2.3336
H -3.6569 1.6025 -0.6023
H -4.6410 0.2742 -1.2053
H -1.5437 -0.3627 -3.5452
H -0.0945 -0.4835 -2.5569
H -0.8873 1.0858 -2.7749
H -3.6563 -1.3274 1.1123
H -4.9910 -0.8936 3.1207
H -4.3662 0.9250 4.6772
H -2.4095 2.3592 4.1585
H -1.1273 1.9909 2.0953
S 1.0474 -4.2132 -1.5416
C 0.7714 -2.8208 -0.8467
N 0.5479 -1.7672 -0.3504
```

DFT total energy in hartree: -4320.27341
Energy relative to the best compared isomer or geometry (same formula, charge and spin) in kcal per mole: 0.0
LUMO energy (spin up / spin down) in eV: -1.70 / -1.70